Molecular formula: C19H66N2O14
Method: DFT, wB97M-V/def2-TZVPD

Geometry as ORCA input:
```
! RIJCOSX wB97M-V def2-TZVPD def2/J DEFGRID3
* xyz 0 1
O 4.25136 -0.07729 -1.85984
H 2.52336 -3.71429 -3.31984
O -2.28764 0.53671 -2.40284
H 3.75636 3.02271 -3.44984
H 1.31436 1.14971 2.36316
C 0.04936 -0.33929 0.11716
H -2.00864 1.68571 0.55716
C -0.70564 2.28471 4.37616
H -3.18164 -0.43329 -0.00584
O -2.56964 3.64671 0.11116
H 3.50136 -0.59629 -2.14384
H -3.16664 -1.64729 -1.39384
O -4.90564 -0.58329 -0.98584
H 2.02836 -0.19029 -4.37184
H -1.12464 -0.70129 -3.51284
H -2.96864 -3.17729 1.75316
C -0.79464 2.82871 2.99416
H 1.45436 0.73971 -1.08784
H 0.70136 -0.86329 0.82816
O 0.00736 -0.76829 3.40316
H -2.42564 -4.47429 3.62116
H 5.72236 -0.46929 -3.29184
H -2.67164 -1.20629 3.98416
H -1.42764 0.62671 3.99416
H 2.48836 -0.50329 4.02116
H -3.58764 1.87671 -0.25284
C 2.35736 1.50471 2.59416
O -0.21364 -1.06529 -1.07184
H -5.39864 -1.09829 -1.65384
O -2.76264 -3.55929 3.78416
H 0.80136 -3.58029 -2.73684
C 1.64136 -3.02829 -3.16484
H -0.79464 4.99371 -4.18784
H -0.68064 -2.60029 4.96116
C 0.86936 -1.49429 4.24916
H -2.07464 0.43771 -4.46784
H 2.72036 -1.85729 5.22216
H 1.15336 -1.63529 -1.94884
C -1.25864 3.24371 -3.52384
C 4.96836 0.24371 -3.00384
H 0.73536 0.36171 -3.35284
H -2.62664 -0.63229 2.26216
H -2.88864 -0.91929 -3.78984
H 1.03236 -4.70629 0.69916
H 5.41736 1.21071 -2.82684
H -1.49664 -2.83629 2.57016
O 0.58136 1.03871 -5.18684
O 3.99536 4.29671 -1.82684
H 3.24836 2.31571 -1.96684
H -0.19364 1.41571 -1.06684
H -0.72664 2.39971 -3.02484
H 3.22736 0.90871 0.62516
H 0.07636 0.27771 -5.48584
C -2.99264 -1.38629 2.96016
H -3.45464 4.06671 0.16016
H 0.91336 1.70471 0.24916
C -2.53064 -2.77029 2.66916
H 0.13136 3.44971 2.90616
H 0.20036 1.80271 4.69316
H 3.12036 -0.39829 1.80216
H -1.74764 3.44271 2.94416
C -3.76064 -1.21729 -0.54784
H -1.48764 2.97671 -4.59884
H 4.39336 0.90771 1.97616
C 0.33936 -3.93129 0.57316
H 4.30636 0.34971 -3.84984
C 1.43436 0.68071 -4.09784
C 3.34736 0.66871 1.69316
C 0.55036 0.95771 -0.48784
O -1.76464 1.35371 4.48916
H -3.43164 2.16271 1.43416
O -1.71864 -5.13429 0.70916
H -0.93164 -0.09729 0.51616
C -2.06964 -0.20029 -3.58784
H -0.69964 -4.66129 -1.07084
H -3.02364 1.13671 -2.44284
H 1.36836 -2.62929 -4.11384
C 3.29236 3.26171 -2.47884
H -4.04664 -1.36529 2.98416
H 0.80336 -3.04229 0.01816
H -0.86064 3.02271 5.14116
C -2.88964 2.28371 0.48616
H 2.42536 2.55971 2.38916
O 1.97836 -1.99429 -2.29684
H 2.12936 1.45071 -3.90184
H 3.29036 4.81571 -1.41284
H -2.61264 -5.18429 0.39716
C -0.99864 -4.22829 -0.06784
H -2.17664 3.48471 -2.98384
H -1.56164 -3.36329 -0.20384
H 2.22136 3.46471 -2.57784
H 0.24136 -3.47729 1.52516
H 2.73936 2.12271 4.36616
N 0.33836 -2.42129 5.04016
H -3.93664 -2.08629 0.06016
O -0.48164 4.44171 -3.51184
O 2.74936 1.29371 3.92216
H 0.82236 -2.63129 5.94816
H -1.02564 -0.68929 -1.40784
H -0.71964 2.03371 2.32516
N 2.10536 -1.27729 4.53716
*
```

- Energy above the lowest of the compared OMol25 structures with the same formula, charge and spin: 88.4 kJ/mol
- Total energy: -1926.10342 hartree
- Gap between HOMO and LUMO: 0.3522 hartree

***

Molecular formula: C19H66N6O14
Method: DFT, wB97M-V/def2-TZVPD

Geometry as ORCA input:
```
! RIJCOSX wB97M-V def2-TZVPD def2/J DEFGRID3
* xyz 0 1
H -1.38018 -0.77861 -3.99050
O 1.37682 -4.84361 1.92850
H -3.43618 0.99539 -1.78850
H 2.36582 -3.62461 -1.92650
H -5.32618 -3.49461 1.90950
O 3.62782 -3.05561 3.17450
H -3.32318 1.83839 4.21050
C 2.69382 2.58339 0.98950
O -3.80018 0.10539 -0.27450
O 4.76682 0.80439 -3.87750
H 5.84582 -2.12661 -1.88550
H -0.01618 -0.39961 -5.00450
H 3.51582 2.36039 -3.29150
H 1.03082 0.03439 -0.46050
H -4.82418 2.71839 -2.25550
H -5.37618 0.41139 -1.48950
H -5.74318 -0.68361 -0.10750
C 2.56982 -2.56061 -2.00750
C -3.70118 0.37839 2.88450
H 2.31882 -1.84661 0.97450
H 2.46582 -2.40061 -3.05850
H -0.53918 4.04839 -3.15850
C -3.78018 2.83539 -2.00350
O -0.91418 -0.39961 -0.09150
C 0.03482 0.37639 -0.79050
H -0.66618 3.43139 -1.54650
H 0.09782 -2.81661 0.62750
C 1.35082 -4.58461 0.55750
C -0.25318 4.43339 1.37650
C 3.57382 1.24439 -3.26450
H -0.74618 -4.43361 0.43950
H 1.55282 2.97039 -1.46550
C -0.24418 -0.28261 3.44250
H -0.66518 1.29939 2.04550
H 1.74882 -2.09161 -1.49650
N -0.25018 0.93639 2.93150
H 2.42882 -0.32161 -4.29850
H -2.99918 -2.57761 0.55250
O 1.30182 3.40039 -2.31950
C 3.96782 -2.05461 -1.52550
H 2.22182 -5.17661 2.21350
H 0.15082 4.36339 0.33850
H 0.07182 -3.68761 -0.90550
H -0.58218 -3.08361 -4.20450
C -5.20518 0.26439 -0.41650
H -2.29318 4.37339 0.41650
O -3.04718 1.68839 -2.35650
O 2.16582 2.12239 -0.18550
H 3.90182 -1.25961 1.48650
H 4.11782 3.76139 0.11050
H 0.08682 1.65739 3.58950
O -4.67618 -2.79961 1.72450
O -1.91918 2.71439 1.41550
H 3.39282 0.94539 -2.22850
H -0.64018 -0.96061 1.60150
H -3.21718 -4.14861 1.11150
C -3.77218 -3.26461 0.73150
N 3.64082 3.43639 1.02850
N -2.93018 1.26639 3.43850
H -0.49518 2.36339 -2.88250
C 2.44382 0.75639 -4.10350
H -1.91118 1.09639 3.45050
C -0.37618 -1.10361 -4.24950
H 4.06282 -1.02261 -1.72950
H 2.17582 -3.95861 0.32750
H -1.78218 -0.09361 -0.42550
C 2.67882 -1.99161 3.07150
H 1.49782 0.99839 -3.56350
H -3.66518 -0.19661 0.63950
O 5.05382 -2.60261 -2.25350
H 0.23282 3.68439 1.90950
H -3.71518 -1.46161 2.16750
H -2.07418 -0.87461 2.47150
H 1.54482 -5.50961 -0.01450
H 2.33382 -0.35861 1.75750
H -4.24718 -3.69861 -0.16550
H 0.24682 -1.01861 -3.36650
H -2.44618 2.42639 2.20050
O -5.06418 0.45139 2.95950
N 2.30982 2.17339 2.15950
H 2.84282 -1.28861 3.81250
N -0.65418 -1.17861 2.58150
H -3.47018 3.75239 -2.45350
H -0.13018 1.42839 -0.52950
C -0.14118 3.28939 -2.49850
C 2.84082 -1.30061 1.73650
H 1.54382 1.51339 2.06850
C 0.11582 -3.80361 0.16750
H -0.17618 5.43739 1.79750
H -0.62618 -2.14961 2.87850
H 2.40982 1.28139 -4.99550
H -2.21118 4.60339 2.19050
O -0.30418 -2.41161 -4.81350
N -3.12518 -0.64361 2.32250
H 3.37282 -3.48261 3.95150
H -3.68718 3.02239 -0.91950
H -5.54318 1.14539 0.11750
C -1.77218 4.07539 1.32250
H 5.43782 1.22739 -3.40450
H 4.14882 -2.31061 -0.50550
H 3.82282 3.87439 1.95550
H 1.65882 -2.32861 3.27550
O 0.06682 -0.65061 4.76750
H 2.53382 2.52339 3.09150
H 0.12382 0.27439 -1.85250
*
```

- Energy above the lowest of the compared OMol25 structures with the same formula, charge and spin: 138.4 kJ/mol
- Total energy: -2145.18716 hartree
- Gap between HOMO and LUMO: 0.3342 hartree

***

Molecular formula: C19H68B2NO38
Method: DFT, wB97M-V/def2-TZVPD

Geometry as ORCA input:
```
! RIJCOSX wB97M-V def2-TZVPD def2/J DEFGRID3
* xyz -1 1
O -4.48994 -0.66309 -0.55715
O -0.84516 2.46438 3.87167
C 4.10638 1.69997 0.04712
O -0.91034 -7.63690 -1.52994
O -0.62990 -7.69546 -4.46568
O -2.41377 -3.36951 3.08972
H -4.14872 -2.74744 -3.32464
O -4.29821 5.32944 3.71599
H 4.79156 1.05969 -4.58983
C -1.25364 0.04538 0.98115
H 3.19600 4.74120 2.72369
H -0.39683 -4.07192 -4.06390
O -1.14290 4.75046 3.11761
H -0.43252 4.24762 -1.73504
C 0.03290 0.64582 -0.79012
O 2.52946 -5.32704 0.62911
H 3.65651 0.33223 -3.72318
H 3.20823 4.55270 -1.42712
H -1.82911 -2.56695 3.40006
N 0.98220 -0.41550 -0.11575
H -2.91679 -3.49478 -3.16879
O 4.09629 3.74138 -2.96321
H -3.15302 -3.06710 1.38439
H 1.11388 4.25194 -2.01757
O -3.39890 -3.15487 0.46088
H 4.49873 2.54484 -0.51031
O -2.66170 -5.72255 -0.80008
H 0.08284 -5.40232 -3.37129
H 5.84783 -2.14768 1.22499
O -3.21190 4.53232 6.77155
C -1.05992 4.01364 1.02758
H 4.95035 1.14941 0.22989
H 2.53788 -3.67905 1.69251
C 0.10853 2.13287 4.68303
C -3.73677 5.63742 4.80112
H -0.29818 -1.74381 1.15916
H 3.49429 0.38786 -1.20276
O 2.39230 2.74863 4.88219
C 3.03476 1.01476 -0.62630
O -1.26523 3.99773 -0.08854
O 1.17081 3.76201 3.54290
O -3.79584 3.23510 2.59410
H -0.73302 -1.54345 4.56090
O -2.30198 -2.17034 -6.19718
H -2.42578 -2.48975 -5.30037
H 3.89939 2.71493 -3.19448
C -1.52358 4.88854 1.95127
H -1.40535 -2.11993 -6.50548
H 0.10390 1.72376 -0.41101
H -0.64689 -2.54438 -1.14818
H -0.27536 -6.96173 -4.97482
H -0.02446 0.63426 -1.87542
H 2.82994 4.66918 0.37973
H 0.12989 -8.24015 -4.34312
O 1.54625 0.08277 -4.63278
H -3.16694 -0.55201 -3.71616
O -6.97147 2.28596 1.96461
H 1.28861 -4.31796 -1.85320
H 1.63842 1.16683 1.12134
O 3.73526 4.78047 1.95929
C -0.24709 -4.36810 -3.15543
O -1.22195 -0.93575 4.01837
H -3.41529 -6.20637 -0.98655
O 2.95830 -2.98452 2.31651
O -3.86560 3.45207 4.95932
H 4.58194 4.30456 2.17756
H 2.68351 -0.23838 1.20940
O -2.40630 5.83029 1.67541
H 2.09924 -2.12760 -0.54002
H 5.71885 -1.09227 -1.84648
H 5.77877 -0.86242 2.02170
H 1.85300 0.33160 -5.52492
H -1.90227 1.25673 -0.72264
H -3.34004 0.88674 -2.99654
C -3.42074 4.47568 5.59455
H -1.81280 -0.38843 4.50786
H 3.82123 -2.99934 2.13284
H 3.32156 -5.32637 0.01250
H -0.06260 -7.45717 -1.14016
O 0.30826 4.00689 -2.41136
O 2.60841 4.86987 -0.74799
B -0.16253 3.58436 3.10259
H -0.79314 -7.55550 -2.53801
H 2.25167 -6.10372 0.10062
O 5.35377 -1.85577 1.96142
H -4.11587 -1.49834 -0.26819
C 1.32442 2.84936 4.29370
H 1.88742 -1.17653 -1.72734
H -3.15659 -3.34330 3.63223
O 4.48251 0.83221 -3.67934
H -2.94256 -3.93431 0.09278
H -2.69926 3.99093 -1.27894
H 5.79644 0.07275 -2.79590
H 2.99605 -0.62987 4.00372
O 2.45156 0.23370 3.73938
C 1.37364 -1.53679 -1.02570
H 3.65707 4.12171 -3.71969
H 1.45351 -3.06653 -3.18947
H 1.58698 0.09112 3.88351
H 0.52423 -0.52474 2.13289
C -4.60981 2.46309 2.00273
C 2.17855 0.35935 0.40245
O -4.27736 1.46623 1.41417
H 4.11312 2.30536 1.04944
H 1.04236 0.97433 -4.39317
O -5.84394 3.44947 3.52472
H -1.09413 0.78164 1.80017
H -3.38439 4.64956 -2.42911
O 6.26977 -0.37012 -1.97979
C 0.27340 -2.21545 -1.84797
H -0.14996 -1.51290 -2.45579
O -0.19435 3.23989 1.63122
O -3.51176 4.23808 -1.56366
B -4.41631 3.86664 3.72502
H -4.48828 -0.09980 0.20206
H 2.63453 1.97353 -1.37376
H -2.01706 -6.49377 -1.12944
C -1.32965 0.37611 -0.53383
O -0.05991 1.54932 5.66782
H -1.13808 -4.35319 -2.62561
H -2.16779 -0.41982 1.19183
C 0.12787 -0.78396 1.04439
O -3.27109 -2.72251 -3.57818
C 0.74903 -3.52666 -2.51087
H -1.73694 -0.23292 -1.26660
C -5.95172 2.73920 2.52295
O -2.85858 0.44310 -3.55022
O -3.43448 6.75791 5.04075
*
```

- Energy above the lowest of the compared OMol25 structures with the same formula, charge and spin: 204.6 kJ/mol
- Total energy: -3728.41548 hartree
- Gap between HOMO and LUMO: 0.2372 hartree

***

Molecular formula: C19H68N16O15
Method: DFT, wB97M-V/def2-TZVPD

Geometry as ORCA input:
```
! RIJCOSX wB97M-V def2-TZVPD def2/J DEFGRID3
* xyz 0 1
C 2.65287 2.30152 -3.16469
C -2.81399 -0.59581 -2.94525
H 1.70096 2.68493 -2.84020
C 1.68801 -3.37900 -2.07431
H -3.09413 2.83812 -0.03049
H -4.36831 0.37913 -0.69802
C -2.90196 -3.82443 -1.60930
H -0.24459 -0.29958 -6.06309
H -2.15773 -3.92679 -2.38334
O 3.30348 4.56381 -0.56721
C -1.32122 3.62064 2.71411
H -0.69318 3.07527 -3.17738
H 3.65656 0.60482 -2.79631
N -2.90939 0.72037 -2.96715
H 2.99304 4.78958 -1.45433
N -0.66182 3.43572 3.79920
C 4.07703 -1.33482 5.08454
H -0.57825 1.25536 -4.63715
O 1.26627 1.01251 0.40817
H 3.49068 0.00177 2.10678
H 4.69480 -2.21681 5.37531
O -3.93998 -2.54229 3.84848
O 2.80119 0.97617 -2.57747
H -4.66394 -0.77774 -3.63263
H -4.05824 -4.25966 -3.13937
H -0.30592 -3.03766 -2.30628
H 3.74451 -1.03492 0.36444
C 0.51103 -2.24613 1.97662
C -2.82744 -2.79625 3.07417
H -1.72973 1.06450 4.48459
H 2.99389 -1.86110 3.37569
O 6.02081 -0.25215 0.08155
H -1.20506 3.26077 0.74967
H -1.71150 1.75003 -0.16849
H -4.20125 0.26951 2.97970
N -0.95260 2.62627 -2.31260
H 2.60913 2.26606 -4.25507
N 3.77994 -0.00679 0.27172
H 5.99388 2.13885 0.04231
H -0.93134 -3.43063 3.02722
N -2.71544 -2.58949 1.85565
O 0.76647 -1.25122 2.84433
H 2.86980 0.42870 0.14439
C -2.24378 0.43079 3.72022
H 0.65230 -4.29723 1.61723
C -4.33998 0.04734 0.30177
O -1.42332 0.24752 2.64213
O -2.59713 4.02769 2.68739
N 1.98383 -2.15693 -1.73087
N 0.44272 -3.69009 -2.06607
H -2.09429 1.28641 -2.71451
H -4.98291 0.63855 0.96649
N -0.62946 3.40211 1.61460
H 1.18146 0.81210 -5.83437
C 1.43211 -1.18830 -5.01742
O 2.68420 -4.36949 -2.12562
H -0.21903 -1.10233 0.51005
C -1.84983 3.23010 -1.57305
H -1.66115 -3.11010 4.61270
N -3.81028 -1.25790 -3.42352
H -3.99444 -2.20242 -2.98320
H 4.64017 -1.61940 3.02824
H 0.27682 2.98171 1.63820
C 0.57617 0.01066 -5.40588
C 0.25813 0.50933 -0.37753
H 2.26477 -0.82328 -4.42459
O -0.16609 0.46536 -4.28789
N -2.13972 2.67396 -0.43202
C -3.54837 1.03135 3.27293
H 3.13155 -1.29397 5.65657
H 2.46214 2.77416 -0.54484
H 2.56173 4.19764 2.08040
N 5.02526 1.83445 -0.12768
H -4.05477 1.49261 4.12925
N -0.95444 0.15083 0.04490
H -3.55972 -2.26248 1.41062
H 4.09212 3.59259 1.67055
O -2.49767 4.29848 -2.12239
N -1.79207 -3.27112 3.60735
O -1.71225 -1.19966 -2.32840
H -1.55194 -0.41767 -0.53520
H 1.98556 -1.49430 -5.90299
H -5.52454 -1.41678 0.86618
H 4.63937 -0.40229 5.32071
C 3.81085 -1.16478 3.61226
H -2.67373 -2.95858 -1.05986
H -3.48224 1.76817 2.46520
H 3.00755 -1.95172 -1.70581
H 1.28278 -1.39202 -1.74797
H 3.47306 2.94713 -2.82135
H 1.06691 -3.73437 3.25548
H -2.40270 -0.48331 4.24335
H 0.84421 -2.01879 -4.53338
H -0.36807 1.82243 -2.03188
H -1.75982 -2.51556 1.40392
O 3.53633 0.11131 3.08938
H -3.71659 1.21436 -3.38899
H -2.78810 -4.68055 -0.93108
H 2.80649 2.44196 1.95234
H -0.20955 -0.08378 -2.28608
H 0.05883 -2.82515 0.07884
H 1.25645 0.74797 -2.10293
H -0.53066 -0.10146 2.85928
C 4.93283 0.51821 0.07114
H 4.27813 2.54966 -0.21122
N 0.68568 -3.51089 2.29256
H -1.15956 0.14331 1.09121
H -1.20714 3.59251 4.63148
O -4.16792 -3.81915 -2.30360
H 1.47064 3.92322 0.18388
N 0.44667 0.34163 -1.63028
H 0.23424 -4.72963 -2.04399
C 2.49736 3.66445 0.07585
O -4.63134 -1.30189 0.43855
H 0.22319 2.88992 3.79490
H -3.38157 0.30414 0.67205
N -0.01019 -2.11179 0.80301
C 3.00637 3.44188 1.53478
*
```

- Energy above the lowest of the compared OMol25 structures with the same formula, charge and spin: 0.0 kJ/mol
- Total energy: -2769.34317 hartree
- Gap between HOMO and LUMO: 0.2999 hartree